No. 1
C16H31F3NO6S | ωB97M-V/def2-TZVPD

Geometry as XYZ:
```
58
C16H31F3NO6S ωB97M-V/def2-TZVPD
C -2.452 3.090 -1.970
C -2.470 1.904 -2.948
C -1.257 1.815 -3.870
C 0.090 1.617 -3.189
O 0.367 0.197 -3.020
N 0.747 -0.146 -1.704
C 1.388 -1.478 -1.809
C 1.917 -1.939 -0.446
C 1.076 -1.378 0.714
C -0.385 -1.171 0.338
C -1.140 -2.469 0.026
C -2.663 -2.262 -0.125
C -3.120 -2.286 -1.582
S -4.812 -1.782 -1.853
O -4.941 -1.441 -3.229
O -5.661 -2.771 -1.281
O -4.970 -0.420 -1.045
C -0.453 -0.137 -0.800
H -2.957 3.953 -2.395
H -3.012 2.830 -1.070
H -1.450 3.376 -1.651
H -3.347 2.016 -3.586
H -2.634 0.976 -2.400
H -1.397 0.954 -4.528
H -1.181 2.697 -4.504
H 0.879 2.011 -3.830
H 0.164 2.150 -2.240
H 1.450 0.525 -1.380
H 2.208 -1.408 -2.518
H 0.662 -2.177 -2.209
H 2.947 -1.610 -0.322
H 1.915 -3.026 -0.411
H 1.497 -0.410 0.985
H 1.157 -2.016 1.591
H -0.888 -0.705 1.187
H -0.749 -2.983 -0.852
H -0.966 -3.140 0.869
H -3.194 -3.050 0.405
H -2.918 -1.322 0.372
H -3.104 -3.297 -1.989
H -2.517 -1.666 -2.244
H -4.510 -0.447 -0.199
H -0.574 0.874 -0.417
H -1.295 -0.338 -1.451
C 5.219 1.131 5.969
C 3.730 0.891 5.867
O 3.180 1.526 4.683
C 3.295 0.863 3.557
O 3.787 -0.211 3.371
C 2.630 1.663 2.421
F 2.932 2.950 2.449
F 1.293 1.548 2.488
F 3.015 1.172 1.231
H 5.436 2.199 5.949
H 5.596 0.716 6.902
H 5.752 0.663 5.143
H 3.201 1.348 6.698
H 3.490 -0.170 5.852
```

- max |F| (hartree/bohr) = 0.021
- gap between HOMO and LUMO (eV) = 10.9
- HOMO level (eV) = -13.60
- calculated total energy (eV) = -49849.85730
- charge = +1

No. 2
C4H3ClO2S | ωB97M-V/def2-TZVPD

Geometry as XYZ:
```
11
C4H3ClO2S ωB97M-V/def2-TZVPD
C -0.252 0.434 0.011
C -0.252 -0.413 1.240
C 1.260 0.336 0.097
C -0.674 -0.299 -1.267
H -0.608 0.199 2.048
H -0.843 -1.419 1.038
H 0.100 0.125 -2.362
O 1.199 -0.462 1.139
O -1.713 -1.141 -1.112
S 2.609 0.543 -0.771
Cl -0.827 2.097 -0.060
```

- max |F| (hartree/bohr) = 0.167
- gap between HOMO and LUMO (eV) = 8.5
- HOMO level (eV) = -9.50
- ΔE to the lowest compared entry with this formula, charge and spin (kcal per mole) = 82.3
- calculated total energy (eV) = -31645.26186
- charge = 0

No. 3
C2H3N3O | ωB97M-V/def2-TZVPD

Geometry as XYZ:
```
9
C2H3N3O ωB97M-V/def2-TZVPD
C 0.680 -1.016 -0.072
C 0.027 0.926 0.074
N 1.174 0.170 0.061
N -0.654 -1.177 -0.098
N -1.093 0.023 0.009
O -2.238 0.434 -0.044
H 2.092 -2.401 -0.051
H 0.075 1.469 0.927
H -0.063 1.572 -0.806
```

- max |F| (hartree/bohr) = 0.114
- gap between HOMO and LUMO (alpha / beta) (eV) = 9.2 / 9.2
- HOMO level (alpha / beta) (eV) = -10.19 / -10.19
- ΔE to the lowest compared entry with this formula, charge and spin (kcal per mole) = 168.7
- calculated total energy (eV) = -8633.17964
- charge = 0

No. 4
C18H30N5OS3Tc | ωB97M-V/def2-TZVPD

Geometry as XYZ:
```
58
C18H30N5OS3Tc ωB97M-V/def2-TZVPD
Tc 0.012 -0.105 -0.337
C 0.569 -2.443 -4.359
N -0.766 -1.841 -4.380
C -1.582 -2.261 -5.537
C -1.286 -1.187 -3.355
S -0.615 -1.674 -1.744
N -2.264 -0.315 -3.478
C -3.188 0.048 -2.404
C -2.533 0.393 -4.741
H 0.938 -2.442 -5.383
H 0.525 -3.470 -3.996
H 1.245 -1.851 -3.745
H -1.448 -3.337 -5.640
H -1.248 -1.764 -6.446
H -2.630 -2.054 -5.352
H -3.037 -0.587 -1.535
H -4.205 -0.103 -2.769
H -3.055 1.098 -2.149
H -1.684 0.293 -5.410
H -2.678 1.442 -4.489
H -3.438 0.013 -5.211
C -1.601 -0.608 2.802
C -0.673 0.529 2.607
C -0.254 1.366 3.754
O -0.242 0.828 1.475
H -1.218 -1.256 3.592
H -1.761 -1.183 1.890
H -2.560 -0.224 3.161
H -1.145 1.829 4.192
H 0.457 2.127 3.451
H 0.162 0.728 4.536
S 0.098 1.573 -1.696
C 0.203 3.075 -0.791
C 1.290 3.922 -1.019
C 1.354 5.153 -0.361
C 0.329 5.541 0.486
C -0.769 4.714 0.688
C -0.835 3.473 0.053
H 2.071 3.632 -1.708
H 2.196 5.811 -0.524
H 0.374 6.504 0.977
H -1.582 5.043 1.320
H -1.701 2.838 0.181
C 4.363 -3.558 2.468
C 3.587 -2.277 2.759
C 3.145 -1.580 1.518
N 1.954 -1.181 1.266
N 1.868 -0.564 0.027
C 3.030 -0.521 -0.647
N 3.167 -0.009 -1.865
S 4.304 -1.235 0.248
H 4.639 -4.034 3.406
H 5.288 -3.362 1.926
H 3.767 -4.265 1.893
H 4.207 -1.580 3.331
H 2.691 -2.476 3.348
H 2.413 0.521 -2.282
H 4.076 0.045 -2.302
```

- max |F| (hartree/bohr) = 0.039
- spin multiplicity = 2
- gap between HOMO and LUMO (alpha / beta) (eV) = 7.1 / 3.5
- HOMO level (alpha / beta) (eV) = -16.73 / -16.61
- ΔE to the lowest compared entry with this formula, charge and spin (kcal per mole) = 39.5
- calculated total energy (eV) = -63327.49312
- expectation value of S² = 1.145
- charge = +3

No. 5
C34H20Br2F4N2OPPt | ωB97M-V/def2-TZVPD

Geometry as XYZ:
```
65
C34H20Br2F4N2OPPt ωB97M-V/def2-TZVPD
Pt -0.719 0.664 -0.001
Br -7.052 2.226 -3.424
C -5.307 1.754 -2.885
C -4.574 0.820 -3.631
C -3.304 0.470 -3.254
C -2.689 1.015 -2.106
O -1.454 0.651 -1.859
C -3.441 1.960 -1.361
C -2.931 2.629 -0.215
N -1.827 2.324 0.384
C -1.351 3.026 1.514
C -1.627 4.328 1.831
C -1.147 4.875 3.040
C -0.421 4.117 3.914
C -0.105 2.774 3.598
C 0.602 1.907 4.462
C 0.819 0.614 4.085
C 0.404 0.190 2.811
N -0.197 0.987 1.957
C -0.528 2.257 2.365
C -4.745 2.319 -1.777
H -5.020 0.373 -4.510
H -2.741 -0.246 -3.837
H -3.517 3.456 0.182
H -2.211 4.945 1.161
H -1.371 5.906 3.274
H -0.075 4.532 4.852
H 0.944 2.272 5.422
H 1.322 -0.090 4.732
H 0.573 -0.825 2.488
H -5.297 3.051 -1.202
F -0.503 -6.583 1.304
C -0.232 -5.346 0.935
C 1.032 -5.009 0.495
F 1.988 -5.922 0.434
C 1.286 -3.704 0.111
F 2.518 -3.451 -0.334
C 0.331 -2.691 0.164
P 0.793 -1.013 -0.435
C 1.277 -1.311 -2.158
C 0.295 -1.369 -3.146
C 0.647 -1.650 -4.457
C 1.973 -1.872 -4.792
C 2.954 -1.815 -3.810
C 2.611 -1.540 -2.498
C 2.338 -0.540 0.403
C 2.924 0.641 -0.053
C 4.059 1.142 0.562
C 4.616 0.474 1.645
C 4.036 -0.698 2.106
C 2.901 -1.203 1.488
C -0.956 -3.067 0.584
Br -2.467 -1.934 0.620
C -1.219 -4.373 0.968
F -2.430 -4.739 1.370
H -0.736 -1.183 -2.888
H -0.121 -1.689 -5.219
H 2.246 -2.088 -5.816
H 3.991 -1.988 -4.066
H 3.388 -1.494 -1.747
H 2.493 1.169 -0.897
H 4.510 2.054 0.194
H 5.505 0.864 2.123
H 4.472 -1.228 2.942
H 2.470 -2.125 1.858
```

- max |F| (hartree/bohr) = 0.006
- gap between HOMO and LUMO (eV) = 6.9
- HOMO level (eV) = -10.57
- ΔE to the lowest compared entry with this formula, charge and spin (kcal per mole) = 6.9
- calculated total energy (eV) = -204096.73168
- charge = +1

Look up the calculated total energy of the fifth one.
-204096.73168 eV